[1]
Entry from OMol25: the molecule C6H2 (ωB97M-V/def2-TZVPD).

The geometry in XYZ format:
```
8
Properties=species:S:1:pos:R:3:lowdin_charge:R:1
C -1.11571 -1.53144 0.83966 0.063
C -0.31706 -0.58864 0.40300 -0.041
C 0.38135 0.35266 -0.05988 0.035
C 1.15312 1.27401 -0.54412 -0.344
C 2.00175 2.22650 -1.00597 0.033
C 0.79041 2.14486 -1.70150 0.112
H -1.07466 -2.53050 0.43529 0.072
H -1.81920 -1.34747 1.63352 0.071
```

Calculated values
ΔE to the lowest compared entry with this formula, charge and spin ... 297.8 kJ/mol
HOMO energy (alpha / beta) ... -9.142 / -9.120 eV
Charge ... 0
SMILES ... C=C=C=C1C#C1
Total energy ... -229.524022 a.u.


[2]
Entry from OMol25: the molecule C32H29NO2 (ωB97M-V/def2-TZVPD).

The geometry in XYZ format:
```
64
Properties=species:S:1:pos:R:3:lowdin_charge:R:1
C 4.99265 1.87100 2.42565 -0.073
C 3.53823 2.24754 2.53151 -0.200
O 2.75351 1.61444 1.46057 -0.028
C 1.42106 1.66577 1.67845 -0.434
O 0.96858 2.19044 2.65143 0.133
C 0.59953 1.01490 0.53538 -0.253
N -0.66913 0.97232 0.93951 0.113
C -1.89892 0.72035 1.03553 -0.065
C -3.00538 1.55661 1.57721 -0.184
C -4.33991 1.05748 1.55386 -0.047
C -5.42239 1.80168 2.00492 -0.084
C -5.20568 3.10407 2.52285 -0.093
C -3.91899 3.60989 2.55028 -0.079
C -2.80833 2.82836 2.09263 -0.016
C 1.04156 -0.37757 0.15551 -0.223
C -0.05938 -1.00541 -0.60800 -0.004
C -0.20819 -1.05382 -1.95304 -0.104
C -1.41373 -1.74053 -2.52392 -0.178
C -2.09427 -2.77202 -1.86696 -0.043
C -3.26280 -3.34850 -2.37452 -0.077
C -3.79214 -2.91631 -3.61101 -0.087
C -3.11951 -1.90125 -4.30462 -0.087
C -1.94786 -1.33779 -3.78355 -0.043
C 0.84444 -0.65661 -2.94522 -0.154
C 1.65234 0.47090 -2.74881 -0.036
C 2.62286 0.83059 -3.68152 -0.074
C 2.79376 0.09827 -4.85146 -0.089
C 2.01610 -1.04661 -5.07670 -0.074
C 1.06408 -1.43239 -4.12360 -0.029
C 1.49631 -1.13912 1.42879 -0.153
C 2.84205 -1.05871 1.85753 -0.040
C 3.17642 -1.33489 3.19920 -0.074
C 2.18657 -1.84381 4.06678 -0.093
C 0.91616 -2.13277 3.56655 -0.078
C 0.59108 -1.84118 2.22611 -0.028
H 5.59877 2.45942 3.14099 0.089
H 5.16926 0.81729 2.66962 0.056
H 5.37506 2.04025 1.41211 0.082
H 3.13893 1.93641 3.49685 0.121
H 3.43212 3.33174 2.43703 0.127
H 0.88733 1.66286 -0.41858 0.190
H -2.24166 -0.24380 0.64505 0.099
H -4.51315 0.05017 1.15190 0.109
H -6.42713 1.39241 1.96450 0.098
H -6.05420 3.69304 2.88887 0.104
H -3.72330 4.62777 2.92857 0.106
H -1.79107 3.24767 2.14246 0.114
H 1.96928 -0.23431 -0.45157 0.139
H -0.84716 -1.51330 0.00623 0.091
H -1.70701 -3.10665 -0.88843 0.113
H -3.74694 -4.13032 -1.82326 0.091
H -4.65108 -3.42414 -4.05781 0.100
H -3.52302 -1.56209 -5.26895 0.105
H -1.49318 -0.49648 -4.33666 0.123
H 1.42338 1.11937 -1.90751 0.081
H 3.24072 1.68239 -3.47455 0.098
H 3.61574 0.31178 -5.52505 0.099
H 2.12584 -1.65471 -5.96860 0.101
H 0.43159 -2.31726 -4.31525 0.121
H 3.63304 -0.79812 1.14926 0.119
H 4.16698 -1.04983 3.56678 0.095
H 2.41102 -1.91961 5.13164 0.099
H 0.13092 -2.48226 4.25076 0.105
H -0.38185 -2.15499 1.84630 0.103
```

Calculated values
ΔE to the lowest compared entry with this formula, charge and spin ... 0.0 kJ/mol
HOMO energy ... -8.104 eV
Charge ... 0
SMILES ... CCOC(=O)[C@H](/N=C/c1ccccc1)[C@H](C=C(c1ccccc1)c1ccccc1)c1ccccc1
Total energy ... -1441.937693 a.u.


[3]
Entry from OMol25: C32H26N5PPd as an isolated structure (ωB97M-V/def2-TZVPD).

The geometry in XYZ format:
```
65
Properties=species:S:1:pos:R:3:lowdin_charge:R:1
Pd 0.32780 -0.68667 -1.08693 1.041
C 1.42204 -3.92505 1.67043 0.016
C 0.18397 -4.47521 1.96326 0.033
C -0.95281 -3.96462 1.34527 0.051
C -0.82542 -2.91621 0.45600 -0.190
N 0.38908 -2.37285 0.19464 -0.001
C 1.48426 -2.86343 0.78541 -0.087
C -1.92756 -2.35863 -0.35067 -0.175
C -3.22865 -2.82516 -0.38751 0.061
C -4.11705 -2.27182 -1.30269 0.053
C -3.68810 -1.29189 -2.18961 0.064
C -2.38065 -0.84907 -2.11054 -0.165
N -1.55622 -1.36294 -1.17822 0.015
C -1.72219 0.09034 -3.03653 -0.185
C -2.35487 0.77385 -4.05469 0.057
C -1.59547 1.54180 -4.93316 0.041
C -0.22111 1.60356 -4.77022 0.022
C 0.35396 0.92280 -3.71022 -0.075
N -0.37853 0.18301 -2.87096 -0.009
H 2.33011 -4.31518 2.10924 0.140
H 0.10016 -5.30544 2.65300 0.146
H -1.92226 -4.40165 1.53994 0.136
H 2.43067 -2.40856 0.52709 0.117
H -3.54787 -3.62810 0.26163 0.138
H -5.13599 -2.63468 -1.35095 0.150
H -4.36079 -0.90472 -2.94179 0.140
H -3.42628 0.69899 -4.17933 0.138
H -2.07688 2.07474 -5.74324 0.148
H 0.40408 2.16908 -5.44738 0.142
H 1.42203 0.95166 -3.54039 0.119
N 2.29358 1.20780 0.44953 -0.050
P 0.63002 1.32028 0.37248 1.109
C 0.23298 2.88306 1.26836 -0.282
C 0.96218 3.25016 2.44045 -0.065
C 0.66116 4.41605 3.08145 -0.007
C -0.42038 5.21175 2.61838 0.056
C -1.14826 4.85028 1.45196 -0.009
C -0.84771 3.68506 0.80588 -0.074
C -0.16021 0.38861 1.71330 -0.348
C -1.56722 0.38468 1.74459 -0.063
C -2.22215 -0.13443 2.84625 0.002
C -1.48422 -0.64713 3.91178 0.051
C -0.08852 -0.67136 3.86670 0.008
C 0.58106 -0.14102 2.77968 -0.049
C 3.03962 0.45762 -0.46659 -0.344
C 4.41261 0.61373 -0.58593 0.052
C 5.08748 -0.15218 -1.51896 0.039
C 4.38184 -1.05559 -2.31149 0.018
C 3.02177 -1.15581 -2.14207 -0.086
N 2.35980 -0.41154 -1.22653 -0.061
H 2.82362 1.91931 0.93943 0.133
H 1.74451 2.61716 2.84041 0.114
H 1.22341 4.72464 3.95358 0.140
H -0.71552 6.08989 3.18253 0.139
H -1.93100 5.50043 1.08266 0.137
H -1.39685 3.40663 -0.08465 0.113
H -2.14317 0.79439 0.92045 0.122
H -3.30338 -0.12625 2.89034 0.138
H -1.99737 -1.01335 4.79215 0.147
H 0.47371 -1.09258 4.69025 0.141
H 1.66443 -0.14174 2.75520 0.123
H 4.94197 1.31762 0.04346 0.145
H 6.15861 -0.04258 -1.63374 0.150
H 4.87662 -1.66420 -3.05565 0.144
H 2.42547 -1.83739 -2.73649 0.134
```

Calculated values
ΔE to the lowest compared entry with this formula, charge and spin ... 131.7 kJ/mol
HOMO energy (alpha / beta) ... -19.835 / -19.788 eV
Charge ... +4
Total energy ... -1976.542563 a.u.


[4]
Entry from OMol25: the molecule C27H20F4O4S2 (ωB97M-V/def2-TZVPD).

The geometry in XYZ format:
```
57
Properties=species:S:1:pos:R:3:lowdin_charge:R:1
F -2.24411 -1.14635 -0.90434 0.009
C -1.11820 -0.83160 -1.54585 -0.469
S -1.86778 0.28518 -2.84016 0.808
C -2.87592 1.26619 -1.71637 -0.274
C -2.34615 2.42871 -1.18376 -0.038
C -3.06955 3.14844 -0.22056 -0.039
C -4.33511 2.70813 0.16082 -0.063
C -4.88392 1.56162 -0.40988 -0.061
C -4.15061 0.81523 -1.33508 -0.054
O -0.69814 1.03342 -3.26925 -0.305
O -2.79176 -0.26925 -3.84655 -0.261
S -0.17096 -2.40236 -1.58597 1.040
C -0.09315 -3.38624 -0.03908 -0.317
C -0.85539 -3.17113 1.11415 -0.079
C -0.76256 -4.04441 2.21596 -0.067
C 0.10878 -5.15549 2.12959 -0.084
C 0.94288 -5.34031 1.00308 -0.067
C 0.81830 -4.44076 -0.06328 -0.083
O 1.20680 -2.38367 -2.15729 -0.443
O -0.16231 -0.76186 -0.26024 -0.162
H -1.38831 2.79139 -1.54281 0.092
H -2.63012 4.04653 0.18800 0.100
H -4.89256 3.26163 0.90399 0.107
H -5.88938 1.22878 -0.15723 0.111
H -4.57409 -0.09263 -1.76399 0.121
H -1.48730 -2.30738 1.20347 0.097
H -1.33950 -3.86639 3.13281 0.107
H 0.15621 -5.88458 2.95812 0.104
H 1.68017 -6.15868 0.97641 0.111
H 1.48112 -4.53654 -0.91669 0.108
F -0.62233 5.80709 1.03723 0.091
C 0.51397 5.60911 0.26044 -0.478
F 0.28640 6.31173 -0.89928 0.101
F 1.54468 6.25805 0.90487 0.111
C 0.81615 4.14262 -0.00492 -0.139
C 0.95651 3.64188 -1.26459 -0.028
C 1.10919 2.27605 -1.43413 -0.027
C 1.00721 1.38656 -0.34549 -0.107
C 1.06425 -0.12990 -0.61245 -0.274
C 2.09818 -0.87153 0.20169 -0.184
C 3.25534 -1.42923 -0.33351 -0.019
C 4.07486 -2.25723 0.45414 -0.073
C 3.75733 -2.53827 1.78840 -0.084
C 2.63601 -1.89676 2.32017 -0.069
C 1.82903 -1.07292 1.53508 -0.055
C 1.08343 1.95030 0.92618 0.014
C 0.94152 3.33475 1.14269 0.025
H 0.88437 4.33078 -2.11140 0.137
H 1.29706 1.92131 -2.42543 0.106
H 1.38338 -0.17472 -1.66958 0.141
H 3.57654 -1.24759 -1.35005 0.117
H 4.92184 -2.79884 0.01283 0.106
H 4.32481 -3.30424 2.38105 0.118
H 2.33465 -2.13230 3.32738 0.100
H 0.99626 -0.58702 2.00396 0.107
H 1.25501 1.33706 1.80568 0.103
H 0.90696 3.73763 2.12102 0.112
```

Calculated values
HOMO energy ... -7.832 eV
Charge ... 0
Total energy ... -2537.452203 a.u.


[5]
Entry from OMol25: C16H20N2O3S2 as an isolated structure (ωB97M-V/def2-TZVPD).

The geometry in XYZ format:
```
43
Properties=species:S:1:pos:R:3:lowdin_charge:R:1
C -4.22536 -1.42296 -0.20897 -0.046
H -3.96792 -0.36770 -0.16042 0.055
H -5.25101 -1.55412 0.12760 0.081
H -4.15323 -1.75491 -1.24245 0.090
C -3.27684 -2.23975 0.67486 -0.344
C -1.87047 -1.96174 0.20786 -0.480
O -1.18241 -2.76222 -0.41978 -0.081
N -1.41858 -0.71809 0.52238 0.157
C -0.24150 -0.44825 0.05672 -0.534
N 0.35889 0.72822 0.23541 -0.078
C 1.76016 0.80879 -0.10877 -0.341
C 2.67375 0.61169 1.09214 -0.142
H 2.79650 1.49812 1.70384 0.115
H 2.38981 -0.24548 1.69631 0.123
S 4.22810 0.20096 0.23707 0.670
O 5.14605 -0.50131 1.08441 -0.308
O 4.69507 1.38346 -0.42862 -0.300
C 3.41339 -0.90533 -0.95766 -0.225
C 2.03863 -0.30118 -1.13946 -0.477
H 1.90986 0.08752 -2.15089 0.115
S 0.68621 -1.58162 -0.89320 1.140
H 3.99476 -0.94698 -1.87226 0.112
H 3.38058 -1.88689 -0.49223 0.094
H 1.96894 1.79215 -0.54634 0.157
C -0.29718 1.77637 0.99317 -0.086
C -1.65586 2.07838 0.41272 -0.232
C -1.78802 2.31787 -0.94909 -0.039
C -3.03015 2.58048 -1.49723 -0.078
C -4.15255 2.61468 -0.68709 -0.096
C -4.02604 2.38416 0.67201 -0.090
C -2.78359 2.11420 1.21870 -0.050
H -2.69066 1.92100 2.27682 0.112
H -4.89901 2.40549 1.30730 0.104
H -5.12310 2.81631 -1.11504 0.102
H -3.12285 2.75820 -2.55832 0.103
H -0.91430 2.29008 -1.58466 0.115
H 0.34013 2.66366 0.94312 0.139
H -0.40346 1.47352 2.04045 0.133
C -3.59490 -3.72816 0.61633 -0.067
H -4.62062 -3.90744 0.92924 0.077
H -2.92609 -4.28692 1.26644 0.080
H -3.46525 -4.09596 -0.39843 0.081
H -3.35548 -1.86818 1.70117 0.142
```

Calculated values
ΔE to the lowest compared entry with this formula, charge and spin ... 97.7 kJ/mol
HOMO energy ... -9.161 eV
Charge ... 0
Total energy ... -1753.310344 a.u.


[6]
Entry from OMol25: a 2-piece molecular cluster, C4H9O3 overall (ωB97M-V/def2-TZVPD).

The geometry in XYZ format:
```
16
Properties=species:S:1:pos:R:3:lowdin_charge:R:1
O -0.02215 2.31532 1.31581 -0.151
C -0.02397 0.99194 1.53505 -0.685
O 0.06694 0.43435 2.64009 -0.027
C -0.10760 0.21447 0.31302 -0.179
C 0.14315 -1.33423 0.42566 -0.280
C -0.08594 -2.07945 -0.90921 -0.165
H 0.52576 0.53064 -0.71341 0.167
H -1.21108 0.30933 -0.00564 0.136
H -0.38887 -1.70249 1.36375 0.117
H 1.26822 -1.50391 0.48723 0.112
H 0.79359 -1.91109 -1.58925 0.075
H 0.07098 -3.16550 -0.62184 0.064
H -1.04625 -2.19516 -1.38367 0.044
H 0.09716 3.01053 -0.05688 0.080
H -0.25416 2.69291 -1.64199 -0.055
O 0.17421 3.39234 -1.15873 -0.252
```

Calculated values
ΔE to the lowest compared entry with this formula, charge and spin ... 131.0 kJ/mol
HOMO energy ... -4.818 eV
Charge ... -1
Total energy ... -383.556656 a.u.


Number 1: F_max 2.1 eV/A. Number 2: F_max 5.7 eV/A. Number 3: F_max 2.8 eV/A. Number 4: F_max 7.3 eV/A. Number 5: F_max 1.3 eV/A. Number 6: F_max 5.6 eV/A.